Entry 1:
A structure of composition C25H24LuN6O6P. Source: the OMol25 dataset; level of theory: wB97M-V/def2-TZVPD.

## Properties
Net charge ... +2
LUMO energy ... -6.155 eV
E_tot ... -90437.856 eV
E_HOMO ... -12.641 eV
ΔE to the lowest compared entry with this formula, charge and spin ... 10.3 kcal per mole
Molar mass ... 710.44 g/mol

Each line ends with the Mulliken charge.
Positions of all 63 atoms, in Å:
Lu (0.677893, -0.315228, 0.138712)  2.055
O (-0.341634, -2.291278, 0.343668)  -0.518
C (-0.065578, -3.283423, 1.048593)  -0.188
C (0.907300, -3.339254, 2.086792)  0.926
C (1.060514, -4.566427, 2.766516)  -0.630
C (2.010775, -4.684708, 3.728846)  -0.395
C (2.862591, -3.617716, 4.049479)  -0.403
C (2.726838, -2.411931, 3.409559)  -0.751
C (1.744365, -2.228000, 2.419192)  0.257
O (1.601327, -1.064458, 1.842149)  -0.733
N (2.154841, -5.968155, 4.441799)  0.972
O (3.094126, -6.070378, 5.197235)  -0.573
O (1.256352, -6.772566, 4.307971)  -0.573
H (-0.626001, -4.207352, 0.858362)  0.456
H (0.432720, -5.416513, 2.524778)  0.530
H (3.622737, -3.772344, 4.804246)  0.529
H (3.374630, -1.576003, 3.640354)  0.507
N (7.725189, 3.961272, -6.141876)  -0.443
C (6.885148, 3.521232, -5.493404)  -0.195
C (5.832350, 2.967282, -4.679482)  0.549
C (6.132639, 2.003516, -3.719942)  -0.841
C (5.119917, 1.466788, -2.944375)  -0.145
C (3.806709, 1.897739, -3.110945)  -0.671
C (3.511842, 2.863954, -4.068430)  -0.212
C (4.519197, 3.394677, -4.855351)  -0.838
C (2.723570, 1.317072, -2.266259)  1.149
C (2.147337, 2.165189, -1.309389)  0.536
C (2.440198, 3.533001, -1.114137)  -0.508
C (1.628336, 3.989780, -0.092603)  -1.232
C (0.881468, 2.886615, 0.327909)  -0.358
N (1.168577, 1.783499, -0.385171)  -0.330
C (2.372138, -0.014585, -2.537942)  0.355
C (2.892146, -0.814068, -3.578471)  -0.436
C (2.211775, -2.018077, -3.562910)  -1.182
C (1.291323, -1.927034, -2.519266)  -0.339
N (1.361966, -0.738668, -1.887057)  -0.386
H (7.156309, 1.680654, -3.587272)  0.471
H (5.350764, 0.715391, -2.198832)  0.501
H (2.488458, 3.193227, -4.203152)  0.518
H (4.293915, 4.139156, -5.607302)  0.470
H (3.164150, 4.105780, -1.672890)  0.549
H (1.583779, 4.986009, 0.317530)  0.452
H (0.145815, 2.852650, 1.119666)  0.508
H (3.666213, -0.516545, -4.269242)  0.544
H (2.344837, -2.858701, -4.224652)  0.458
H (0.565724, -2.668276, -2.218355)  0.576
N (-1.756971, -0.676359, 3.857916)  -0.185
C (-2.833728, -0.871806, 2.816267)  -0.672
P (-2.596488, 0.533084, 1.655913)  0.687
O (-2.885105, 1.776076, 2.423971)  -0.863
O (-1.227219, 0.287250, 1.086665)  -0.387
C (-3.927758, 0.499547, 0.372301)  -0.844
N (-4.480341, 1.901473, 0.350310)  -0.252
H (-1.853834, 0.251646, 4.284998)  0.398
H (-0.827810, -0.715090, 3.424185)  0.080
H (-1.794922, -1.377259, 4.599517)  0.407
H (-3.799992, -0.815483, 3.312664)  0.449
H (-2.700111, -1.848062, 2.354279)  0.328
H (-4.723452, -0.183827, 0.664253)  0.413
H (-3.562868, 0.214544, -0.610181)  0.400
H (-4.108912, 2.450487, -0.425066)  0.349
H (-4.162864, 2.346179, 1.238077)  0.342
H (-5.498042, 1.929051, 0.290795)  0.363

Atomic forces in eV per Å
-0.34 0.37 0.27
-0.15 -0.45 -0.05
-0.02 0.02 -0.04
0.07 0.09 -0.01
-0.17 -0.06 -0.14
0.25 -0.04 -0.09
0.03 -0.13 0.01
0.00 0.12 0.01
0.00 -0.07 0.06
0.15 -0.14 0.23
-0.44 0.31 0.73
0.14 -0.10 -0.24
0.19 -0.09 -0.29
-0.02 -0.02 0.02
0.03 0.02 0.01
-0.01 0.02 -0.01
-0.01 -0.04 0.02
-0.09 -0.04 0.06
0.00 0.00 -0.01
0.05 0.00 -0.02
0.04 0.01 -0.01
-0.01 -0.02 0.02
0.01 0.00 0.00
-0.05 0.00 0.02
-0.02 0.04 -0.04
-0.04 -0.01 -0.07
0.04 0.01 0.02
0.05 0.06 -0.02
0.02 0.05 0.05
0.01 -0.01 -0.08
0.03 0.18 -0.03
-0.01 0.05 -0.03
0.04 -0.01 -0.08
0.00 -0.03 -0.04
0.05 0.07 -0.06
0.21 -0.21 -0.22
-0.02 0.00 0.00
0.00 0.02 -0.02
0.04 0.00 -0.01
0.00 -0.02 0.02
-0.03 -0.03 0.04
0.01 -0.04 -0.03
-0.01 0.01 0.04
-0.05 -0.01 0.04
-0.01 0.04 0.01
0.00 -0.04 0.04
-0.09 0.03 -0.12
-0.04 -0.02 0.04
0.09 0.29 0.30
0.04 -0.10 -0.03
-0.06 0.07 -0.33
0.04 -0.05 0.06
-0.05 -0.12 -0.14
-0.02 0.06 0.02
0.07 -0.03 -0.04
-0.04 -0.06 0.03
0.02 -0.04 0.07
0.06 0.00 0.02
-0.04 0.01 -0.03
-0.03 0.05 -0.05
0.02 0.01 -0.05
0.07 0.07 0.17
-0.04 -0.03 -0.03



Entry 2:
A structure of composition C25H24N3O4Pt. Source: the OMol25 dataset; level of theory: wB97M-V/def2-TZVPD.

## Properties
Net charge ... +1
LUMO energy (alpha / beta) ... -3.279 / -5.737 eV
E_tot ... -42212.597 eV
2S+1 ... 5
E_HOMO (alpha / beta) ... -10.572 / -12.196 eV
ΔE to the lowest compared entry with this formula, charge and spin ... 2.5 kcal per mole
Molar mass ... 625.56 g/mol

Each line ends with the Mulliken charge.
Positions of all 57 atoms, in Å:
Pt (0.279595, 0.088286, 1.140445)  0.820
C (-1.013657, -2.947892, -2.074716)  -1.352
C (-1.229838, -3.537692, -0.715454)  1.110
C (-2.257578, -4.400501, -0.458277)  -0.841
C (-2.437946, -4.933209, 0.828347)  -0.662
C (-1.570477, -4.623059, 1.874132)  -0.915
C (-0.532980, -3.742589, 1.689463)  1.407
C (0.513451, -3.564324, 2.744040)  -1.655
C (-0.373230, -3.145078, 0.383932)  0.217
N (0.536896, -2.185664, 0.190490)  -0.103
C (1.595831, -2.283690, -0.657471)  -0.287
O (2.031488, -3.309434, -1.140952)  -0.635
C (2.299291, -0.975912, -0.926092)  0.547
C (3.385714, -0.919617, -1.779255)  -0.497
C (3.967532, 0.310305, -2.041456)  -0.450
C (3.423086, 1.457574, -1.482068)  -0.723
C (2.326504, 1.319954, -0.657672)  0.616
N (1.808030, 0.126242, -0.363564)  -0.126
C (1.596440, 2.518928, -0.128298)  -0.006
O (2.081671, 3.619966, -0.190647)  -0.549
N (0.347821, 2.233647, 0.440382)  -0.211
C (-0.594616, 3.190825, 0.440336)  0.279
C (-0.803482, 4.031728, -0.726637)  1.141
C (-0.106028, 3.792584, -2.037680)  -1.597
C (-1.751426, 5.019542, -0.653078)  -0.773
C (-2.490259, 5.223027, 0.513369)  -0.715
C (-2.329932, 4.388178, 1.619651)  -1.035
C (-1.434700, 3.348077, 1.604487)  1.281
C (-1.298032, 2.466622, 2.807004)  -1.397
H (-1.820193, -3.228137, -2.748790)  0.439
H (-0.072520, -3.311387, -2.492641)  0.296
H (-0.958082, -1.859036, -2.031650)  0.241
H (-2.941858, -4.671165, -1.252202)  0.410
H (-3.257430, -5.618303, 1.005434)  0.409
H (-1.694593, -5.104895, 2.836122)  0.489
H (0.057949, -3.506042, 3.732424)  0.383
H (1.132099, -2.688860, 2.572554)  0.281
H (1.175918, -4.435006, 2.734899)  0.443
H (3.744670, -1.841390, -2.214465)  0.529
H (4.827217, 0.378595, -2.694788)  0.469
H (3.813532, 2.446420, -1.677420)  0.536
H (0.098369, 2.733613, -2.203554)  0.257
H (0.839230, 4.331471, -2.082223)  0.332
H (-0.732651, 4.145327, -2.854455)  0.509
H (-1.938635, 5.637842, -1.522044)  0.453
H (-3.216986, 6.024587, 0.551835)  0.396
H (-2.919865, 4.560423, 2.510511)  0.403
H (-1.878345, 2.873763, 3.632507)  0.432
H (-0.260705, 2.360610, 3.124257)  0.346
H (-1.685473, 1.468357, 2.595394)  0.292
C (0.666213, -0.651204, 5.315235)  -0.814
O (0.944989, -0.285253, 3.938632)  -0.315
C (-0.036665, -0.477057, 3.061312)  0.415
O (-1.134880, -0.905302, 3.315126)  -0.445
H (1.578396, -1.090599, 5.704246)  0.258
H (-0.160035, -1.352866, 5.364697)  0.362
H (0.420068, 0.253171, 5.865985)  0.306

Atomic forces in eV per Å
0.01 -0.32 -0.18
0.02 -0.06 -0.01
0.25 0.02 0.05
-0.09 -0.08 0.15
-0.02 0.00 -0.02
-0.13 -0.07 -0.04
0.04 0.19 -0.14
-0.03 -0.01 0.00
-0.22 -0.14 -0.31
0.44 -0.01 0.58
-0.09 0.19 -0.20
-0.04 -0.06 0.03
-0.13 -0.04 0.08
0.07 -0.04 -0.03
0.06 0.01 -0.04
0.06 0.01 -0.06
-0.15 0.00 0.12
-0.04 0.09 -0.01
-0.07 -0.19 -0.05
0.01 0.11 0.11
0.20 0.09 0.19
-0.08 0.01 -0.20
0.10 -0.10 0.08
-0.05 0.01 0.06
-0.05 0.04 0.08
-0.03 0.02 0.00
-0.08 0.05 -0.02
0.04 -0.02 -0.05
-0.01 0.09 -0.09
-0.01 0.01 0.02
-0.06 0.01 -0.01
-0.03 0.02 0.00
0.00 -0.01 0.02
0.02 0.00 -0.01
-0.01 0.01 -0.03
0.00 0.00 -0.02
0.01 0.03 -0.02
-0.02 0.02 -0.01
0.01 0.01 0.00
-0.01 -0.01 0.01
0.00 -0.02 0.00
0.01 0.01 -0.01
0.01 0.00 0.00
-0.03 -0.02 0.01
0.00 0.00 0.03
0.02 -0.01 0.00
-0.01 0.01 -0.03
0.01 0.01 0.01
0.01 0.02 -0.02
-0.04 0.00 0.00
0.05 0.07 -0.03
-0.21 -0.19 -0.13
0.46 0.27 0.16
-0.15 0.00 -0.06
0.02 0.01 0.01
-0.01 -0.04 -0.01
-0.02 0.01 0.02



Entry 3:
A structure of composition C25H24N4O2Pd at a distorted geometry. Source: the OMol25 dataset; level of theory: wB97M-V/def2-TZVPD.

## Properties
Net charge ... +2
LUMO energy (alpha / beta) ... -8.147 / -8.161 eV
E_tot ... -39832.254 eV
E_HOMO (alpha / beta) ... -13.038 / -13.017 eV
ΔE to the lowest compared entry with this formula, charge and spin ... 19.8 kcal per mole
Molar mass ... 518.91 g/mol

Each line ends with the Mulliken charge.
Positions of all 56 atoms, in Å:
Pd (-0.659038, -1.220354, -0.353097)  1.172
C (-3.670285, -0.553634, 1.215906)  -1.276
C (-3.385824, -2.000068, 0.971168)  0.923
C (-4.306169, -2.958121, 1.415647)  -0.712
C (-4.091831, -4.296376, 1.192910)  -0.694
C (-2.948321, -4.682177, 0.495958)  -0.531
C (-2.071666, -3.709529, 0.076980)  0.573
N (-2.275673, -2.375369, 0.330051)  -0.129
C (-0.840094, -4.046075, -0.703787)  0.463
C (-0.461144, -5.302189, -1.167967)  -0.535
C (0.710716, -5.412002, -1.898319)  -0.843
C (1.492922, -4.288737, -2.153216)  -0.584
C (1.067944, -3.067121, -1.660332)  0.550
N (-0.070977, -2.992855, -0.971911)  -0.346
C (1.763686, -1.754386, -1.819819)  0.547
C (3.030133, -1.656681, -2.356321)  -0.499
C (3.619103, -0.405505, -2.484533)  -0.837
C (2.909279, 0.704927, -2.088254)  -0.503
C (1.635873, 0.551787, -1.548834)  -0.123
C (0.844862, 1.778058, -1.154822)  -1.439
N (1.079521, -0.657273, -1.396010)  -0.090
H (-4.700737, -0.434885, 1.539197)  0.481
H (-3.514318, 0.039761, 0.316199)  0.271
H (-3.018289, -0.158307, 1.994930)  0.231
H (-5.190289, -2.620055, 1.933646)  0.403
H (-4.800392, -5.035300, 1.536959)  0.474
H (-2.756798, -5.724327, 0.288176)  0.360
H (-1.069060, -6.173850, -0.974848)  0.389
H (1.018741, -6.376277, -2.275648)  0.469
H (2.402346, -4.373674, -2.729331)  0.401
H (3.560399, -2.545327, -2.664989)  0.346
H (4.609141, -0.305792, -2.903563)  0.483
H (3.318440, 1.698300, -2.205881)  0.521
H (1.047288, 2.565245, -1.884144)  0.883
H (1.760110, 1.560371, 0.706322)  0.340
H (-0.225354, 1.552373, -1.164044)  0.606
C (2.543559, 2.445734, 2.597406)  -1.531
C (1.702370, 3.554607, 2.042358)  0.899
C (1.584716, 4.751950, 2.708637)  -0.837
C (0.790004, 5.771376, 2.190386)  -0.834
C (0.070163, 5.582226, 1.015024)  -0.846
C (0.130165, 4.403607, 0.295219)  1.188
C (-0.821010, 4.248212, -0.855471)  -1.519
C (1.004754, 3.393488, 0.784171)  0.621
N (1.234691, 2.232145, 0.161744)  0.155
H (2.923713, 2.719284, 3.578478)  0.405
H (3.408223, 2.234223, 1.963232)  0.403
H (1.964089, 1.526208, 2.720308)  0.287
H (2.112108, 4.898729, 3.641414)  0.411
H (0.712209, 6.711730, 2.718002)  0.402
H (-0.577172, 6.371667, 0.660333)  0.434
H (-1.084605, 5.229516, -1.241800)  0.450
H (-1.741564, 3.782457, -0.495470)  0.296
H (-0.458094, 3.654749, -1.697443)  0.302
O (-1.086961, 0.536190, 0.420522)  -0.282
O (-0.225605, 0.627325, 1.338572)  -0.149

Atomic forces in eV per Å
-0.14 -1.05 -0.62
0.11 0.03 -0.04
-0.23 -0.06 0.10
0.06 0.00 -0.05
0.12 0.05 -0.07
-0.02 0.15 0.01
0.31 -0.02 -0.20
0.34 -0.31 -0.13
-0.42 -0.05 0.23
-0.10 0.16 0.11
0.04 0.15 0.01
-0.04 0.02 0.05
0.35 0.24 -0.12
-0.27 0.41 0.04
-0.12 -0.25 0.01
0.05 0.05 -0.04
-0.01 -0.22 -0.03
-0.22 0.10 0.03
-0.08 0.02 0.01
0.66 0.09 0.43
0.15 -0.12 0.21
0.01 0.04 0.00
-0.02 -0.03 -0.01
-0.01 0.01 0.03
-0.04 0.02 0.03
-0.03 -0.03 0.02
0.00 0.01 0.00
0.02 0.02 0.00
0.01 -0.03 -0.02
-0.01 -0.02 0.01
0.00 0.01 -0.02
0.06 -0.01 -0.02
0.01 0.04 0.02
-0.08 -0.14 0.07
0.17 0.07 -0.15
-0.32 -0.10 0.03
0.03 0.07 -0.02
-0.32 0.09 -0.67
-0.15 0.07 -0.09
-0.07 -0.07 -0.11
0.16 0.13 0.28
0.27 -0.26 0.23
-0.02 -0.13 -0.33
-0.08 1.61 1.15
-0.12 -2.29 -0.37
0.00 -0.01 -0.01
0.03 -0.05 -0.02
-0.01 -0.07 0.01
0.00 0.00 0.01
0.00 0.02 0.00
-0.02 0.05 -0.02
-0.04 0.02 -0.01
-0.04 -0.03 -0.05
-0.18 0.36 0.23
-0.60 0.04 -0.16
0.84 1.18 -0.02